The following is a DFT calculation (wB97M-V/def2-TZVPD) of a structure of composition C18H15CoF6N5OS2Se at a distorted geometry.

Summary:
- Relative energy (zero: lowest compared OMol25 entry of this formula, charge and spin): 0.000 eV
- Kohn-Sham gap (spin up / spin down): 7.32 / 5.97 eV
- Electronic energy: -169350.1223 eV
- Net charge: +1
- 2S+1: 5

Each line ends with the natural charge from an NBO analysis.
Cartesian coordinates (Å):
Co1 -0.197 -0.055 0.199  1.6006
C1 -4.168 3.497 0.747  -0.7512
S1 -3.960 2.299 2.086  0.3982
C2 -2.573 1.400 1.585  -0.0849
S2 -1.533 1.925 0.301  -0.1582
N1 -2.339 0.341 2.299  -0.3709
N2 -1.310 -0.412 1.924  -0.3309
C3 -0.985 -1.437 2.626  0.1029
C4 0.048 -2.301 2.089  0.1392
C5 0.295 -3.575 2.579  -0.1960
C6 1.249 -4.358 1.948  -0.1200
C7 1.925 -3.844 0.853  -0.2263
C8 1.624 -2.560 0.428  0.0952
N3 0.715 -1.804 1.032  -0.5441
H1 -4.896 4.221 1.104  0.2516
H2 -4.559 2.991 -0.132  0.2336
H3 -3.231 3.998 0.521  0.2394
H4 -1.496 -1.658 3.556  0.2323
H5 -0.278 -3.944 3.419  0.2429
H6 1.457 -5.357 2.307  0.2442
H7 2.672 -4.424 0.332  0.2478
H8 2.129 -2.127 -0.425  0.2147
C9 -2.112 -0.196 -3.157  -0.6413
C10 -1.182 -1.149 -2.414  0.0995
O1 -0.278 -0.485 -1.601  -0.8130
C11 -0.361 -1.969 -3.438  0.9638
F1 0.551 -2.754 -2.834  -0.3199
F2 0.318 -1.127 -4.240  -0.3178
F3 -1.137 -2.737 -4.201  -0.3026
C12 -2.014 -2.102 -1.521  0.9580
F4 -2.523 -1.376 -0.484  -0.3378
F5 -3.032 -2.678 -2.143  -0.2914
F6 -1.259 -3.063 -0.958  -0.3199
H9 -1.508 0.525 -3.704  0.2445
H10 -2.731 0.341 -2.441  0.2381
H11 -2.747 -0.737 -3.856  0.2475
Se1 2.353 0.501 -1.824  1.0849
N4 1.619 0.922 -0.235  -0.8431
C13 2.290 1.960 0.260  0.2339
C14 2.010 2.631 1.474  -0.2676
C15 2.797 3.684 1.832  -0.1340
C16 3.893 4.115 1.030  -0.1977
C17 4.199 3.497 -0.139  -0.1785
C18 3.400 2.400 -0.559  0.0709
N5 3.586 1.706 -1.668  -0.5782
H12 1.176 2.310 2.085  0.2289
H13 2.588 4.212 2.752  0.2316
H14 4.488 4.952 1.371  0.2358
H15 5.029 3.801 -0.762  0.2450

Cartesian forces, eV/Å:
Co -0.15 0.12 -0.94
C 0.05 -0.21 0.04
S -0.08 0.16 -0.03
C 0.50 -0.17 -0.08
S 0.37 -0.34 -0.11
N -1.06 0.07 0.87
N 0.80 0.01 -0.57
C -0.33 0.37 -0.01
C 0.44 -0.40 -0.11
C -0.17 0.25 0.05
C 0.08 0.02 -0.09
C 0.00 -0.08 0.12
C 0.08 0.06 -0.01
N -0.21 0.03 -0.10
H -0.01 0.00 0.04
H 0.02 0.08 -0.05
H -0.04 0.08 0.02
H -0.11 -0.03 -0.05
H 0.05 -0.01 0.03
H 0.00 -0.01 -0.02
H -0.01 0.01 -0.01
H -0.03 0.00 -0.03
C 0.08 0.08 0.09
C -0.25 -0.37 0.03
O 0.15 0.14 0.84
C 0.28 0.15 -0.01
F -0.11 0.11 -0.13
F -0.11 -0.16 0.14
F 0.05 0.02 0.09
C 0.00 0.03 0.22
F 0.07 -0.11 -0.19
F 0.08 0.04 -0.03
F -0.14 0.08 -0.07
H 0.00 -0.01 0.00
H 0.00 -0.02 0.01
H -0.01 0.00 0.02
Se -0.24 -0.27 -0.04
N -0.30 0.23 -0.03
C 0.08 -0.26 -0.20
C -0.07 0.23 0.39
C -0.32 -0.30 0.04
C 0.26 -0.01 -0.33
C 0.18 0.28 0.18
C -0.29 -0.41 0.05
N 0.41 0.45 -0.07
H 0.01 0.04 0.01
H 0.00 -0.01 0.01
H 0.00 0.00 -0.02
H -0.01 0.03 0.02